{
  "formula": "C7H10",
  "method": "the ωB97M-V functional and the def2-TZVPD basis",
  "species": ["H", "H", "C", "C", "H", "H", "C", "H", "H", "C", "H", "C", "H", "H", "H", "C", "C"],
  "coordinates": [[-1.83386, -0.94433, -0.17072], [1.34586, -2.46871, -0.67495], [0.91555, -0.29954, -0.93021], [-1.56370, 0.12357, -0.17783], [0.18211, -1.90728, 0.49195], [1.28693, 1.91387, -0.40181], [0.19202, 0.86624, 1.25551], [0.68248, 1.31498, 2.11643], [1.75769, -1.17520, 0.93322], [-1.12599, 0.59374, 1.18248], [-0.53760, 0.89819, -2.01792], [-0.35156, 0.44744, -1.05221], [1.64812, -0.18146, -1.71943], [-2.44794, 0.66089, -0.53542], [-1.79050, 0.68391, 2.03833], [0.95146, -1.56867, -0.20121], [0.68894, 1.04238, -0.13620]],
  "forces_ev_per_a": [[0.11, 0.23, 0.02], [0.30, 0.45, -0.13], [-0.14, 1.00, 0.41], [-0.03, 0.20, -0.20], [-0.79, 0.51, -0.74], [-0.11, -0.31, 0.04], [-1.65, 1.62, -0.63], [-0.02, -0.40, -0.09], [-1.59, -1.85, -3.29], [0.67, -0.43, 1.11], [-0.16, 0.15, 0.02], [-0.69, 0.89, -0.59], [-0.23, -0.19, -0.18], [0.06, -0.01, 0.05], [0.00, -0.44, -0.08], [3.24, 0.13, 5.10], [1.03, -1.57, -0.82]],
  "lowdin_charge": [0.114, 0.056, -0.295, -0.142, 0.046, 0.133, -0.082, 0.103, 0.180, -0.089, 0.130, -0.228, 0.129, 0.110, 0.099, -0.076, -0.189],
  "relative_energy_kcal_mol": 69.7,
  "homo_lumo_gap_ev": 9.5300,
  "lumo_ev": 1.088,
  "homo_ev": -8.44
}